[1]
# C16H21N5O9SSm

A structure of composition C16H21N5O9SSm (ωB97M-V/def2-TZVPD, the Open Molecules 2025 dataset).

Structure (ORCA input):
```
! RIJCOSX wB97M-V def2-TZVPD def2/J DEFGRID3
* xyz 1 6
Sm 2.037 1.003 -2.636
C -1.452 -1.295 -3.527
C -1.442 0.133 -3.112
N -0.352 0.843 -2.847
C -0.788 2.122 -2.496
C -2.153 2.151 -2.557
N -2.531 0.894 -2.940
C -3.250 3.144 -2.303
O -2.900 4.349 -1.961
O -4.385 2.757 -2.429
C 0.162 3.240 -2.132
O -0.302 4.333 -1.864
O 1.416 2.927 -2.132
H -0.431 -1.652 -3.630
H -1.962 -1.417 -4.482
H -1.973 -1.910 -2.792
H -3.508 0.659 -3.069
H -1.915 4.455 -1.891
C 5.410 1.404 -4.272
C 4.053 1.183 -3.709
O 3.975 0.623 -2.576
H 6.174 1.285 -3.504
H 5.467 2.386 -4.740
H 5.576 0.668 -5.064
C -3.669 -2.011 4.083
C -2.693 -3.122 3.733
S -1.010 -2.686 4.192
O -0.979 -2.268 5.560
O -0.142 -3.745 3.738
C -0.604 -1.222 3.148
C 0.896 -1.267 2.873
N 1.310 -0.413 1.755
C 1.108 -0.696 0.458
N 1.664 0.226 -0.329
C 2.247 1.145 0.502
C 2.030 0.765 1.789
N 2.507 1.471 2.956
O 2.113 1.118 4.051
O 3.236 2.411 2.725
C 0.400 -1.900 -0.050
H -4.694 -2.346 3.932
H -3.512 -1.124 3.468
H -3.553 -1.736 5.130
H -2.661 -3.375 2.674
H -2.881 -4.028 4.310
H -0.892 -0.336 3.710
H -1.204 -1.306 2.241
H 1.186 -2.293 2.651
H 1.430 -0.950 3.758
H 2.773 2.022 0.159
H 0.694 -2.791 0.507
H 0.654 -2.039 -1.098
H -0.683 -1.791 0.036
*
```

Energy relative to the best compared isomer or geometry (same formula, charge and spin)   0.335 eV
⟨S²⟩   8.77
HOMO level (spin up / spin down)   -12.74 / -12.67 eV
Frontier orbital gap (spin up / spin down)   9.17 / 9.23 eV
Strongest force on any atom   5.2 eV Å⁻¹
Total energy   -2629.154784 a.u.


[2]
# C8H15NO5S

A structure of composition C8H15NO5S (ωB97M-V/def2-TZVPD, the Open Molecules 2025 dataset).

Structure (ORCA input):
```
! RIJCOSX wB97M-V def2-TZVPD def2/J DEFGRID3
* xyz 0 1
C -1.251 -2.351 1.934
C -2.189 1.380 -0.635
C -1.309 0.558 -1.552
C -1.933 -0.753 -1.920
C 1.952 -0.899 -1.047
C 1.805 1.479 -0.140
C 2.040 -0.282 1.433
C 1.332 0.019 0.110
N -0.030 -0.171 0.292
O -1.972 -2.781 1.172
O -0.549 -2.178 2.830
O -2.091 0.030 1.523
O -0.162 1.384 2.343
O -1.341 1.993 0.335
S -0.858 0.771 1.285
H -2.740 2.258 -1.223
H -2.850 0.836 -0.065
H -0.411 1.089 -1.995
H -2.994 -0.715 -2.296
H -2.080 -1.428 -0.971
H -1.337 -1.227 -2.658
H 2.900 -0.478 -1.028
H 2.038 -1.884 -0.691
H 1.475 -0.745 -1.974
H 1.683 1.778 -1.135
H 2.894 1.607 0.080
H 1.257 2.037 0.550
H 2.075 0.447 2.189
H 1.560 -1.105 1.922
H 3.087 -0.668 1.332
*
```

Energy relative to the best compared isomer or geometry (same formula, charge and spin)   2.612 eV
HOMO level (spin up / spin down)   -9.43 / -9.43 eV
Frontier orbital gap (spin up / spin down)   7.95 / 7.95 eV
Strongest force on any atom   4.8 eV Å⁻¹
Total energy   -1142.845497 a.u.


[3]
# C48H67N3O4SeSiV

A structure of composition C48H67N3O4SeSiV (ωB97M-V/def2-TZVPD, the Open Molecules 2025 dataset).

Structure (ORCA input):
```
! RIJCOSX wB97M-V def2-TZVPD def2/J DEFGRID3
* xyz -2 4
V -0.282 0.802 0.204
C 1.811 -1.246 -4.402
C 2.633 -1.106 -3.142
C 2.654 -2.175 -2.242
C 1.976 -3.467 -2.618
C 3.256 -2.020 -0.994
C 3.036 -3.050 0.093
C 4.024 -0.879 -0.745
C 4.751 -0.722 0.562
C 4.098 0.147 -1.691
C 4.972 1.351 -1.424
C 3.317 0.074 -2.848
C 3.159 1.279 -3.748
H 1.801 -0.333 -4.990
H 0.779 -1.484 -4.130
H 2.191 -2.048 -5.041
H 0.907 -3.410 -2.389
H 2.409 -4.313 -2.088
H 2.079 -3.656 -3.687
H 3.901 -3.708 0.228
H 2.167 -3.666 -0.128
H 2.833 -2.558 1.043
H 4.364 0.147 1.098
H 5.824 -0.580 0.409
H 4.619 -1.593 1.194
H 4.395 2.126 -0.914
H 5.376 1.761 -2.350
H 5.816 1.091 -0.787
H 3.651 1.147 -4.716
H 3.555 2.175 -3.278
H 2.095 1.451 -3.919
C -4.981 0.169 1.950
C -4.268 1.363 1.314
C -4.888 2.688 1.776
C -4.277 1.319 -0.202
C -5.459 1.052 -0.882
C -5.508 1.099 -2.264
C -4.369 1.445 -2.973
C -3.171 1.729 -2.329
C -1.979 2.220 -3.128
C -2.218 3.684 -3.524
C -1.690 1.363 -4.360
C -3.115 1.636 -0.926
N -1.932 1.921 -0.200
C -1.696 3.206 0.078
O -2.366 4.193 -0.271
C -0.561 3.364 1.039
C -0.147 4.597 1.493
C 0.818 4.654 2.488
C 1.236 3.465 3.059
C 0.781 2.259 2.547
N -0.048 2.202 1.500
C 1.031 0.984 3.310
O 0.817 1.059 4.541
N 1.355 -0.063 2.587
C 1.498 -1.301 3.218
C 0.622 -2.346 2.827
C 0.771 -3.617 3.359
C 1.772 -3.892 4.279
C 2.625 -2.876 4.670
C 2.511 -1.585 4.166
C 3.450 -0.512 4.691
C 2.970 0.011 6.053
C 4.899 -0.997 4.837
C -0.483 -2.019 1.850
C -1.608 -1.242 2.554
C -1.060 -3.224 1.117
H -4.827 0.172 3.032
H -4.593 -0.769 1.549
H -6.058 0.201 1.763
H -3.226 1.353 1.637
H -5.937 2.741 1.472
H -4.354 3.525 1.322
H -4.835 2.787 2.864
H -6.356 0.804 -0.325
H -6.430 0.867 -2.785
H -4.427 1.516 -4.054
H -1.102 2.161 -2.486
H -3.102 3.766 -4.165
H -1.356 4.085 -4.068
H -2.379 4.287 -2.630
H -0.809 1.751 -4.880
H -2.524 1.361 -5.068
H -1.482 0.338 -4.050
H -0.600 5.475 1.053
H 1.206 5.602 2.836
H 1.917 3.442 3.898
H 0.093 -4.408 3.062
H 1.874 -4.886 4.698
H 3.398 -3.097 5.400
H 3.421 0.317 3.983
H 2.949 -0.804 6.784
H 1.969 0.425 5.951
H 3.645 0.791 6.420
H 5.008 -1.621 5.728
H 5.571 -0.142 4.946
H 5.219 -1.579 3.976
H -0.043 -1.357 1.098
H -2.219 -1.925 3.151
H -2.250 -0.754 1.814
H -1.207 -0.479 3.221
H -1.627 -3.869 1.795
H -0.273 -3.811 0.641
H -1.733 -2.874 0.332
C 1.302 3.970 -2.039
C 1.469 2.825 -1.037
O 2.311 2.920 -0.144
O 0.662 1.843 -1.229
H 2.132 4.670 -1.955
H 0.365 4.482 -1.807
H 1.231 3.575 -3.052
C -4.121 -2.357 -1.003
Si -2.537 -2.423 -2.042
C -3.111 -2.068 -3.819
C -2.054 -4.266 -2.050
Se -0.778 -1.177 -1.461
H -4.931 -2.882 -1.520
H -4.433 -1.325 -0.849
H -3.989 -2.824 -0.023
H -3.798 -2.843 -4.174
H -2.258 -2.026 -4.501
H -3.626 -1.106 -3.864
H -2.902 -4.896 -2.336
H -1.714 -4.580 -1.060
H -1.238 -4.450 -2.755
*
```

Energy relative to the best compared isomer or geometry (same formula, charge and spin)   0.000 eV
⟨S²⟩   3.76
HOMO level (spin up / spin down)   -1.75 / -2.48 eV
Frontier orbital gap (spin up / spin down)   6.17 / 6.91 eV
Strongest force on any atom   3.0 eV Å⁻¹
Total energy   -5969.710268 a.u.


> What is the total energy in the first record?

-2629.154784 a.u.